Record 1
# C40H34I2N6O14S4V

A molecular structure, C40H34I2N6O14S4V in a non-equilibrium geometry (ωB97M-V/def2-TZVPD, OMol25).

Element x y z (Å)
V 0.9950 0.0430 0.4672
I 5.2117 -6.0866 2.5502
C 3.9567 -4.5740 1.8153
C 4.4369 -3.7100 0.8509
C 3.6188 -2.6839 0.4160
I 4.3517 -1.3414 -1.0081
C 2.3250 -2.5024 0.9254
O 1.5889 -1.4401 0.5723
C 1.8399 -3.4244 1.8734
C 0.4355 -3.2993 2.4510
N -0.7044 -3.2872 1.5452
C -0.9153 -4.4987 0.7461
C -0.7752 -4.3756 -0.7583
C -1.6906 -5.0061 -1.5991
C -1.5569 -4.8663 -2.9702
C -0.5097 -4.1037 -3.4609
C 0.3648 -3.5330 -2.5513
N 0.2374 -3.6599 -1.2340
C 2.6732 -4.4379 2.3132
H 5.4352 -3.8088 0.4515
H 0.2808 -4.1389 3.1334
H 0.4126 -2.3914 3.0587
H -0.7550 -2.4489 0.9880
H -0.2194 -5.2707 1.0918
H -1.9297 -4.8583 0.9474
H -2.4889 -5.6039 -1.1781
H -2.2583 -5.3397 -3.6446
H -0.3677 -3.9622 -4.5235
H 1.2122 -2.9439 -2.8914
H 2.3075 -5.1227 3.0674
C -4.9202 1.9901 -2.1488
C -3.8131 3.0114 -1.8935
S -2.2776 2.3714 -1.1623
C -2.8315 1.8502 0.4961
C -3.4585 0.4450 0.5638
S -2.6427 -0.7285 -0.5764
C -4.0676 -1.6550 -1.2223
C -5.0804 -0.8389 -2.0388
S -4.3826 0.4993 -3.0742
H -5.7028 2.4644 -2.7423
H -5.3578 1.6532 -1.2118
H -4.1995 3.8055 -1.2517
H -3.4896 3.4572 -2.8350
H -3.5299 2.6037 0.8625
H -1.9236 1.8944 1.0964
H -4.5140 0.4743 0.3001
H -3.3593 0.0427 1.5729
H -4.5762 -2.1612 -0.3997
H -3.5930 -2.4102 -1.8503
H -5.8242 -0.3760 -1.3925
H -5.5994 -1.5080 -2.7249
O 1.9520 0.8441 -1.6926
C 0.8191 0.4762 -2.0135
O 0.0812 -0.1870 -1.2036
C 0.2298 0.8095 -3.3434
C -0.7622 0.0193 -3.9006
C -1.3012 0.3774 -5.1233
C -0.9084 1.5240 -5.7889
C 0.0678 2.3064 -5.1978
C 0.6600 1.9546 -3.9968
N 0.4787 3.5553 -5.8539
O 0.0483 3.7654 -6.9708
O 1.2144 4.2954 -5.2332
N -2.3168 -0.4912 -5.7298
O -2.5209 -1.5659 -5.1956
O -2.8770 -0.0888 -6.7277
H -1.1227 -0.8651 -3.3960
H -1.3466 1.7986 -6.7364
H 1.4360 2.5745 -3.5717
O 0.4420 3.0211 2.2589
C 1.2021 2.6382 1.4031
O 0.8435 1.7232 0.5113
C 2.6147 3.1290 1.3083
C 3.6455 2.2708 0.9383
C 4.9588 2.7040 0.9249
C 5.2512 4.0153 1.2532
C 4.2136 4.8707 1.5906
C 2.8998 4.4421 1.6451
N 4.5243 6.2704 1.8901
O 3.5942 7.0135 2.1390
O 5.6918 6.6104 1.8661
H 3.4226 1.2460 0.6820
H 5.7532 2.0212 0.6571
H 6.2639 4.3892 1.2494
H 2.1165 5.1244 1.9417
O 3.0922 -0.7816 4.4911
S 2.5499 0.4687 4.0471
O 3.4330 1.5833 3.9118
N 1.7241 0.1925 2.6286
C 0.4303 0.2174 2.8342
O -0.3614 -0.0836 1.8843
C -0.0087 0.6146 4.1805
C -1.3009 0.8182 4.6273
C -1.4704 1.2505 5.9349
C -0.3727 1.4713 6.7602
C 0.9257 1.2720 6.3012
C 1.0820 0.8501 5.0008
H -2.1449 0.6536 3.9711
H -2.4682 1.4183 6.3167
H -0.5301 1.8066 7.7761
H 1.7817 1.4477 6.9383

## Properties
**Charge**: 0
**Spin multiplicity**: 2
**Expectation value of S²**: 0.759
**DFT total energy**: -6058.5408 Ha
**E_HOMO (spin up / spin down)**: -8.17 / -8.17 eV
**LUMO energy (spin up / spin down)**: -1.66 / -1.11 eV
**F_max**: 5.25 eV/Å
**Frontier orbital gap (spin up / spin down)**: 6.52 / 7.07 eV

Record 2
# C40H34N7O4PSV

A molecular structure, C40H34N7O4PSV in a non-equilibrium geometry (ωB97M-V/def2-TZVPD, OMol25).

Element x y z (Å)
V -1.7845 -1.1807 0.3021
N -1.1717 -4.4105 -2.0581
C -1.1783 -3.1845 -1.5331
S -2.6663 -2.2776 -1.5813
N -0.0410 -2.7492 -1.0037
N -0.0398 -1.5273 -0.5224
C 1.3159 -0.8605 -0.3342
C 1.0933 -0.1043 1.0402
C 0.9581 -0.8578 2.2401
C 0.8020 -0.1904 3.4567
C 0.7882 1.2565 3.5516
C 1.1388 1.9473 2.4051
C 1.2156 1.2977 1.2099
O 1.5219 2.0924 0.0919
H -1.8626 -4.6267 -2.7434
H -0.4487 -5.0660 -1.8574
H 3.0585 -1.3870 0.6620
H 0.9691 -1.9824 2.2587
H 0.8393 -0.7951 4.3697
H 0.6229 1.6661 4.5467
H 1.2729 3.0241 2.4322
C -0.2933 -5.4862 1.9474
O -0.7833 -4.6905 3.0276
C -2.1502 -4.3870 3.0213
C -3.0314 -5.1722 3.8047
C -4.3861 -4.8147 3.7908
C -4.8866 -3.7031 3.1001
C -4.0165 -2.8197 2.4645
C -4.4477 -1.6037 1.8484
N -3.5635 -0.7764 1.3010
N -4.0238 0.5007 1.1343
C -3.0800 1.2395 0.6371
O -1.8579 0.7427 0.2789
C -3.2142 2.7143 0.6249
C -4.3843 3.3541 0.2185
C -4.4896 4.7376 0.2706
C -3.2913 5.4368 0.5101
C -2.1422 4.7879 0.7684
C -2.0482 3.4004 0.8086
C -2.6271 -3.2027 2.4303
O -1.7574 -2.6476 1.6102
H 0.8355 -5.4002 1.8696
H -0.6396 -5.1334 0.9222
H -0.6188 -6.5249 2.1456
H -2.6472 -6.0840 4.3250
H -5.1110 -5.4917 4.3314
H -5.8981 -3.4385 3.1974
H -5.4091 -1.1106 2.1412
H -5.2203 2.7628 -0.1368
H -5.4717 5.1958 0.0891
H -3.4023 6.5424 0.5524
H -1.2246 5.3694 1.0076
H -1.1026 2.9199 0.9517
N 1.8957 2.4762 -2.4815
P 2.2345 1.5094 -1.2432
C 3.9540 1.4244 -1.0664
C 4.5996 2.1371 -0.0164
C 5.9991 1.8869 0.2520
C 6.7150 1.1571 -0.6919
C 6.0682 0.4677 -1.7367
C 4.7237 0.6246 -1.9486
C 1.6304 -0.0679 -1.5341
C 2.4324 -1.9175 -0.0682
C 3.3019 -2.5908 -1.1172
C 3.1474 -2.5711 -2.4614
C 2.3087 -1.7012 -3.2828
C 1.6761 -0.5969 -2.8622
C 0.7272 3.1912 -2.9189
C 0.8550 4.4542 -3.5009
C -0.3165 5.2060 -3.7407
C -1.5699 4.6296 -3.4507
C -1.5555 3.3201 -3.0970
N -0.4308 2.5795 -2.9694
H 2.6529 3.1466 -2.7579
H 3.9031 2.6166 0.6674
H 6.3543 2.1995 1.2318
H 7.8087 1.0566 -0.6344
H 6.6757 -0.1618 -2.3920
H 4.2859 0.2053 -2.8853
H 1.9143 -2.7346 0.4966
H 4.1660 -3.1032 -0.5683
H 3.6777 -3.3052 -3.0770
H 2.3260 -1.9100 -4.3366
H 1.1904 0.0076 -3.6444
H 1.7929 4.9714 -3.4298
H -0.1879 6.2027 -4.2555
H -2.4929 5.1599 -3.4998
H -2.4822 2.7290 -2.9059

## Properties
**Charge**: 0
**Spin multiplicity**: 2
**Expectation value of S²**: 0.782
**DFT total energy**: -3912.3596 Ha
**E_HOMO (spin up / spin down)**: -6.08 / -6.08 eV
**LUMO energy (spin up / spin down)**: -0.61 / -0.59 eV
**F_max**: 5.10 eV/Å
**Frontier orbital gap (spin up / spin down)**: 5.47 / 5.49 eV

Record 3
# C40H35BF2GeNO7OsS

A molecular structure, C40H35BF2GeNO7OsS (ωB97M-V/def2-TZVPD, OMol25).

Element x y z (Å)
Os 0.0132 0.0942 0.7370
O -0.7945 1.8327 1.7574
C -1.9332 2.4470 1.0590
C -2.3354 1.5515 -0.1395
O -3.1361 1.9755 -0.9375
O -1.8225 0.3494 -0.1585
C -3.0633 2.5144 2.0821
C -2.7579 2.9939 3.3562
C -3.7289 3.0427 4.3434
C -5.0229 2.6276 4.0640
C -5.3363 2.1692 2.7930
C -4.3639 2.1110 1.8033
C -1.4991 3.8201 0.5805
C -0.1620 4.0800 0.2994
C 0.2185 5.3324 -0.1609
C -0.7285 6.3283 -0.3468
C -2.0630 6.0667 -0.0728
C -2.4468 4.8181 0.3909
H -1.1606 1.4101 2.5547
H -1.7558 3.3431 3.5798
H -3.4706 3.4082 5.3291
H -5.7859 2.6704 4.8310
H -6.3459 1.8529 2.5641
H -4.6186 1.7583 0.8133
H 0.5866 3.3109 0.4221
H 1.2610 5.5214 -0.3815
H -0.4287 7.3034 -0.7088
H -2.8106 6.8353 -0.2202
H -3.4907 4.6191 0.5968
C 0.7739 -6.9154 3.1279
C 1.0182 -5.7611 2.1991
C 0.0587 -4.7619 2.0494
C 0.2836 -3.6766 1.2235
C 1.4893 -3.5855 0.5453
C 2.4434 -4.5912 0.6363
C 2.2032 -5.6659 1.4726
S 1.8015 -2.2939 -0.5936
O 2.3256 -2.8280 -1.8090
O 2.9777 -1.3983 0.0290
N 0.5512 -1.3965 -0.6826
C 0.4155 -0.6740 -1.9782
C 0.9510 0.7393 -1.8248
O 1.2738 1.4135 -2.7658
O 1.0094 1.1636 -0.5657
H -0.2493 -7.2798 3.0388
H 0.9224 -6.6042 4.1638
H 1.4547 -7.7402 2.9249
H -0.8818 -4.8352 2.5820
H -0.4700 -2.9225 1.0825
H 3.3546 -4.5376 0.0576
H 2.9451 -6.4497 1.5549
H -0.6497 -0.6256 -2.2030
H 0.9334 -1.1726 -2.7936
F 4.5157 -2.7184 1.2389
B 4.0069 -1.5409 0.9214
F 4.5909 -0.4504 1.3569
C 2.2553 -1.7751 3.6563
Ge 1.2518 -0.2401 2.9155
C 2.2092 1.3457 3.5895
C 1.6498 2.6253 3.6065
C 2.3780 3.7227 4.0416
C 3.6908 3.5661 4.4647
C 4.2655 2.3048 4.4535
C 3.5285 1.2086 4.0228
C -0.5601 -0.4277 3.7100
C -1.4530 -0.9032 2.7775
C -2.8473 -0.9695 2.9986
C -3.3377 -0.5594 4.2020
C -2.4701 -0.0662 5.2126
C -2.9772 0.3878 6.4543
C -2.1403 0.8981 7.4041
C -0.7517 0.9800 7.1598
C -0.2329 0.5465 5.9735
C -1.0750 0.0096 4.9666
H 2.2841 -1.6378 4.7389
H 3.2854 -1.8625 3.3110
H 1.7420 -2.7120 3.4415
H 0.6367 2.7796 3.2602
H 1.9201 4.7042 4.0396
H 4.2625 4.4232 4.7968
H 5.2898 2.1708 4.7785
H 4.0019 0.2341 4.0302
H -1.0930 -1.2980 1.8019
H -3.5045 -1.3255 2.2158
H -4.4027 -0.5862 4.3990
H -4.0447 0.3298 6.6323
H -2.5388 1.2462 8.3485
H -0.0974 1.3919 7.9171
H 0.8301 0.6232 5.7816

## Properties
**Charge**: 0
**Spin multiplicity**: 2
**Expectation value of S²**: 0.753
**DFT total energy**: -4917.2058 Ha
**E_HOMO (spin up / spin down)**: -7.90 / -8.19 eV
**LUMO energy (spin up / spin down)**: -0.24 / -0.52 eV
**F_max**: 0.56 eV/Å
**Frontier orbital gap (spin up / spin down)**: 7.66 / 7.68 eV

Record 4
# C40H35F5N3O8PSTeW

A molecular structure, C40H35F5N3O8PSTeW in a non-equilibrium geometry (ωB97M-V/def2-TZVPD, OMol25).

Element x y z (Å)
W 0.7547 -0.1054 0.8643
C 4.4329 0.8125 2.8189
O 4.0950 0.7433 4.1999
C 2.8136 0.6294 4.6365
C 2.6568 0.6265 6.0071
C 1.4206 0.4157 6.6356
C 0.3084 0.1964 5.8648
C 0.4247 0.2165 4.4607
C -0.7611 -0.0555 3.6895
N -0.8660 -0.1323 2.3948
N -2.1568 -0.4310 1.9516
C -2.1251 -0.7116 0.6781
O -1.0609 -0.7966 -0.0351
C -3.4580 -0.9035 0.0172
C -4.5498 -1.3460 0.7645
C -5.7808 -1.5262 0.1579
C -5.9342 -1.2515 -1.1980
C -4.8574 -0.7841 -1.9345
C -3.6163 -0.6146 -1.3300
C 1.6543 0.4553 3.8232
O 1.7057 0.5296 2.5209
H 5.5205 0.7333 2.8002
H 4.1546 1.7795 2.3911
H 3.9918 -0.0043 2.2489
H 3.5545 0.7820 6.5935
H 1.3571 0.4115 7.7162
H -0.6566 -0.0061 6.3123
H -1.6833 -0.2308 4.2420
H -4.4109 -1.5442 1.8176
H -6.6217 -1.8831 0.7400
H -6.8980 -1.3926 -1.6744
H -4.9748 -0.5318 -2.9803
H -2.7820 -0.2173 -1.8920
N -0.0701 2.1543 -2.3309
C -1.4213 2.3104 -2.4629
C -2.0230 1.9685 -3.6871
C -3.3857 2.0588 -3.8885
C -4.2108 2.4939 -2.8619
C -3.6292 2.8425 -1.6546
C -2.2591 2.7784 -1.4171
C -1.7738 3.3024 -0.1084
C -2.2581 4.5331 0.3093
C -1.8417 5.1462 1.5008
C -0.9721 4.5107 2.3390
C -0.4203 3.2485 1.9867
C -0.8716 2.6338 0.7537
H 0.4351 2.0552 -3.1973
H 0.4304 2.6945 -1.6349
H -1.3786 1.6375 -4.4951
H -3.8000 1.7976 -4.8555
H -5.2827 2.5574 -2.9930
H -4.2617 3.1711 -0.8374
H -2.9298 5.0666 -0.3527
H -2.2375 6.1199 1.7635
H -0.6498 4.9737 3.2633
H -0.2731 2.5313 2.7967
F 2.0946 3.4411 3.4022
Te 1.9546 3.2349 1.4356
F 1.2916 3.8180 -0.3450
F 3.6398 3.7108 0.5828
F 2.0135 5.1094 1.6363
F 2.0367 0.8204 -0.2530
O -0.2998 1.5556 0.3500
C -0.4574 -1.5722 -2.8054
P 0.9572 -1.6283 -1.6404
C 0.9561 -3.4427 -1.3544
C -0.2205 -4.0232 -0.8803
C -0.2920 -5.3833 -0.6328
C 0.8150 -6.1906 -0.8581
C 1.9933 -5.6208 -1.3110
C 2.0670 -4.2547 -1.5395
C 2.3437 -1.4477 -2.8427
C 2.4552 -2.2681 -3.9685
C 3.4240 -2.0354 -4.9289
C 4.3095 -0.9753 -4.7791
C 4.2280 -0.1710 -3.6547
C 3.2508 -0.4033 -2.6909
H -0.2422 -2.1473 -3.7084
H -0.6564 -0.5336 -3.0706
H -1.3396 -1.9732 -2.3170
H -1.0801 -3.3989 -0.6725
H -1.2099 -5.8094 -0.2462
H 0.7660 -7.2534 -0.6521
H 2.8738 -6.2344 -1.4579
H 3.0108 -3.8184 -1.8390
H 1.7872 -3.1138 -4.0852
H 3.4865 -2.6802 -5.7980
H 5.0586 -0.7816 -5.5374
H 4.9208 0.6491 -3.5164
H 3.1947 0.2216 -1.8136
O 2.4560 -3.7683 1.3287
S 2.1213 -2.4378 1.7695
O 2.5161 -2.1425 3.1259
O 2.6046 -1.3543 0.7703
O 0.6039 -2.1464 1.5587

## Properties
**Charge**: -2
**DFT total energy**: -3885.6979 Ha
**E_HOMO (spin up / spin down)**: -0.96 / -0.83 eV
**LUMO energy (spin up / spin down)**: 4.15 / 4.15 eV
**F_max**: 3.44 eV/Å
**Frontier orbital gap (spin up / spin down)**: 5.12 / 4.98 eV

Record 5
# C40H35GaNO24

A molecular structure, C40H35GaNO24 in a non-equilibrium geometry (ωB97M-V/def2-TZVPD, OMol25).

Element x y z (Å)
C -4.0021 0.8475 -0.7938
C -2.6839 0.5112 -0.4191
Ga -1.2762 0.3708 -1.9607
C 0.5475 0.8059 -1.0462
N 0.7121 2.2731 -0.9001
C 0.6546 2.5769 0.5496
H -4.7477 0.0242 -0.8743
H -4.2521 1.9002 -0.9949
H -2.3298 0.2980 0.6174
H -1.3438 -1.1402 -2.5077
H -1.6598 1.4234 -3.1144
H 1.4232 0.3827 -1.5862
H 0.4875 0.3015 -0.0547
H -0.0808 2.7644 -1.2991
H 1.0349 3.6115 0.7477
H 1.3038 1.9019 1.1442
H -0.4063 2.4738 0.8634
C -1.0733 -2.5775 3.1723
C -1.5651 -3.3696 4.1266
C -2.4521 -2.8416 5.2027
O -2.8907 -3.6096 6.0418
C -2.7542 -1.4115 5.2036
C -2.2603 -0.6162 4.2496
C -1.3946 -1.1497 3.1601
O -0.9849 -0.3924 2.3072
O -2.5187 0.7016 4.2231
O -1.2873 -4.6897 4.1682
H -0.4314 -2.9489 2.3849
H -3.3848 -1.0373 5.9979
H -2.0519 1.0450 3.4374
H -1.7626 -5.0266 4.9463
C -1.6019 5.2605 2.4540
C -2.4753 4.4935 1.7933
C -3.6967 5.0707 1.1553
O -4.4549 4.3426 0.5493
C -3.9294 6.5099 1.2968
C -3.0577 7.2715 1.9595
C -1.8244 6.6990 2.5734
O -1.0523 7.4417 3.1524
O -3.2443 8.5969 2.1089
O -2.2944 3.1722 1.6709
H -0.7132 4.8547 2.9169
H -4.8248 6.9152 0.8464
H -2.4768 8.9069 2.6194
H -3.0538 2.8417 1.1475
C 2.3208 -5.8238 -3.1735
C 1.7614 -5.2368 -2.1140
C 1.0347 -3.9390 -2.2298
O 0.5270 -3.4572 -1.2407
C 0.9731 -3.3011 -3.5460
C 1.5365 -3.8860 -4.6051
C 2.2385 -5.1965 -4.4938
O 2.7220 -5.7025 -5.4911
O 1.5000 -3.3240 -5.8303
O 1.8278 -5.7924 -0.8865
H 2.8472 -6.7658 -3.1020
H 0.4575 -2.3503 -3.6119
H 1.9725 -3.9428 -6.4106
H 1.3500 -5.1790 -0.2990
C 0.1069 6.3837 -5.5894
C -0.5220 5.5803 -4.7273
C 0.1624 4.4087 -4.1082
O -0.4430 3.7216 -3.3178
C 1.5492 4.1389 -4.4931
C 2.1748 4.9403 -5.3572
C 1.4993 6.1274 -5.9552
O 2.1191 6.8401 -6.7262
O 3.4515 4.7201 -5.7350
O -1.8004 5.7841 -4.3720
H -0.3777 7.2371 -6.0429
H 2.0283 3.2763 -4.0494
H 3.6614 5.4364 -6.3566
H -2.0098 5.0672 -3.7443
C 6.1766 0.6626 1.6431
C 6.7212 0.7750 2.8556
C 6.3727 1.9008 3.7701
O 6.8843 1.9480 4.8745
C 5.4277 2.9071 3.2916
C 4.8822 2.7989 2.0761
C 5.2112 1.6577 1.1706
O 4.6816 1.5906 0.0828
O 4.0143 3.7085 1.6126
O 7.6136 -0.1220 3.3186
H 6.4208 -0.1500 0.9733
H 5.1961 3.7270 3.9568
H 3.7640 3.4013 0.7200
H 7.8472 0.1863 4.2106
C -3.1403 -6.7785 0.1504
C -3.7604 -7.5803 1.0187
C -3.0684 -8.7481 1.6390
O -3.6705 -9.4394 2.4393
C -1.6841 -9.0134 1.2491
C -1.0633 -8.2133 0.3784
C -1.7485 -7.0315 -0.2220
O -1.1356 -6.3267 -0.9958
O 0.2082 -8.4299 0.0014
O -5.0401 -7.3775 1.3804
H -3.6304 -5.9284 -0.3041
H -1.1983 -9.8711 1.6927
H 0.4248 -7.7114 -0.6240
H -5.2444 -8.0872 2.0126

## Properties
**Charge**: -1
**DFT total energy**: -5330.3608 Ha
**E_HOMO**: -3.11 eV
**LUMO energy**: -0.06 eV
**F_max**: 2.77 eV/Å
**Frontier orbital gap**: 3.06 eV

Which formula does entry 4 have? C40H35F5N3O8PSTeW

Among the records above, which one has the highest DFT total energy? C40H35F5N3O8PSTeW